# C5H15N2O

2 unconnected molecules or ions with the total composition C5H15N2O at a distorted geometry (wB97M-V/def2-TZVPD, the OMol25 dataset).

Calculated values
LUMO energy (alpha / beta), eV: -5.945 / -4.859
HOMO energy (alpha / beta), eV: -12.394 / -13.624
Orbital gap (alpha / beta), eV: 6.45 / 8.77
Charge: +1
Max |F|, eV/A: 1.2

Last column: Mulliken charge in e.
Positions of all 23 atoms, in Å:
C  0.4315  -2.1313  -1.5275  -0.838
C  -1.8072  -1.3615  -0.9646  -0.857
C  1.1130  0.1224  1.5850  -0.990
C  -0.8680  1.5099  1.1821  -0.977
C  1.1976  1.9865  0.0481  -1.040
N  -0.4666  -1.0237  -1.3486  0.586
N  0.3820  0.9837  0.7036  0.338
O  -0.0820  0.1418  -1.3837  -0.319
H  1.3955  -1.7760  -1.8866  0.331
H  0.5678  -2.6606  -0.5832  0.335
H  0.0100  -2.8376  -2.2441  0.322
H  -2.2318  -2.0933  -1.6517  0.342
H  -1.8065  -1.8132  0.0315  0.321
H  -2.4285  -0.4678  -0.9472  0.326
H  1.9053  -0.3783  1.0341  0.345
H  1.5916  0.7004  2.3869  0.343
H  0.4622  -0.6140  2.0492  0.328
H  -0.6983  2.3460  1.8659  0.354
H  -1.4537  1.8841  0.3460  0.309
H  -1.4379  0.7469  1.7053  0.352
H  0.6131  2.4712  -0.7296  0.371
H  1.5512  2.7463  0.7490  0.371
H  2.0598  1.5180  -0.4199  0.348

Cartesian forces, eV/Å:
0.9498 -0.4663 -0.2879
-1.1116 0.2158 0.2532
0.2652 -0.2888 0.3568
-0.3967 0.0289 0.1546
0.1846 0.0951 -0.2907
0.0966 0.4041 -0.2832
0.1546 0.4372 -0.8411
-0.2143 -0.6247 0.7790
-0.1220 0.0871 0.0207
-0.0717 0.0492 0.0990
-0.0629 0.1060 0.0065
0.1303 0.0316 -0.0730
0.1546 0.0173 0.0111
0.1471 -0.0115 -0.0738
0.0589 -0.0630 -0.0458
-0.0504 0.0095 0.0018
-0.0883 -0.0444 -0.0329
0.0290 0.0416 0.1100
-0.0098 0.0296 -0.0907
0.0028 -0.0842 0.0316
-0.0338 0.0658 0.0042
-0.0454 0.0099 0.1545
0.0334 -0.0458 0.0360

***

# C47H42GaN3O2P2S2

A molecular structure, C47H42GaN3O2P2S2 (wB97M-V/def2-TZVPD, the OMol25 dataset).

Calculated values
LUMO energy, eV: -5.314
HOMO energy, eV: -13.112
Orbital gap, eV: 7.80
Charge: +2
Max |F|, eV/A: 0.7

Last column: Mulliken charge in e.
Positions of all 99 atoms, in Å:
Ga  0.2254  -0.0517  -0.4131  -0.417
C  0.5889  -1.3916  3.3844  -0.523
C  1.9424  -1.3546  2.6678  -1.145
P  2.0147  -0.0059  1.4439  1.106
C  3.6870  -0.0435  0.7620  0.235
C  4.2152  1.1325  0.2204  -0.673
C  5.4810  1.1304  -0.3438  -0.894
C  6.2264  -0.0431  -0.3764  -0.695
C  5.7052  -1.2150  0.1548  -0.754
C  4.4360  -1.2196  0.7189  -0.750
C  1.9652  1.4519  2.5070  0.767
C  0.7404  2.0378  2.8188  -0.059
C  0.6709  3.0469  3.7699  -1.118
C  1.8298  3.4983  4.3853  -0.849
C  3.0553  2.9278  4.0681  -0.876
C  3.1232  1.8986  3.1432  -0.812
C  -0.4284  -2.2894  2.6862  -1.938
P  -1.1669  -1.7618  1.0676  2.667
C  -2.8149  -1.1536  1.5331  0.177
C  -3.0096  -0.5635  2.7825  -0.497
C  -4.2854  -0.2102  3.1980  -1.088
C  -5.3716  -0.4291  2.3626  -0.373
C  -5.1778  -0.9758  1.0993  -1.041
C  -3.9044  -1.3327  0.6807  -0.359
C  -1.4602  -3.4039  0.3311  0.724
C  -2.3748  -4.2686  0.9350  -0.781
C  -2.5172  -5.5669  0.4668  -0.853
C  -1.7512  -6.0133  -0.6021  -0.640
C  -0.8375  -5.1604  -1.2046  -1.041
C  -0.6984  -3.8626  -0.7367  -0.259
H  0.1975  -0.3806  3.5136  0.049
H  0.7395  -1.7787  4.3912  0.591
H  2.1387  -2.3096  2.1757  0.634
H  2.7607  -1.1710  3.3641  0.546
H  3.6413  2.0533  0.2559  0.675
H  5.8928  2.0480  -0.7461  0.475
H  7.2219  -0.0403  -0.8042  0.444
H  6.2925  -2.1256  0.1421  0.482
H  4.0539  -2.1397  1.1438  0.317
H  -0.1666  1.6955  2.3379  0.536
H  -0.2857  3.4801  4.0317  0.547
H  1.7788  4.2939  5.1187  0.437
H  3.9583  3.2782  4.5518  0.471
H  4.0801  1.4407  2.9212  0.466
H  -1.2795  -2.4760  3.3393  0.746
H  0.0214  -3.2589  2.4781  0.873
H  -2.1726  -0.3931  3.4511  0.266
H  -4.4311  0.2251  4.1792  0.487
H  -6.3706  -0.1757  2.6957  0.433
H  -6.0247  -1.1430  0.4458  0.486
H  -3.7603  -1.7816  -0.2946  0.474
H  -2.9712  -3.9370  1.7769  0.491
H  -3.2280  -6.2323  0.9406  0.468
H  -1.8700  -7.0263  -0.9669  0.437
H  -0.2441  -5.5046  -2.0432  0.493
H  -0.0234  -3.1889  -1.2319  0.097
O  -0.9646  3.0785  -2.3235  -0.836
S  -0.3893  3.0635  -0.9894  1.743
O  0.2508  4.2624  -0.5393  -0.777
N  0.6672  1.8002  -0.8681  1.461
C  1.7316  1.8185  -1.8464  -0.212
C  2.2942  2.9347  -2.4245  -0.506
C  3.3625  2.8328  -3.3409  -0.987
C  3.8975  1.6275  -3.6773  -1.081
C  3.3592  0.4590  -3.1002  1.153
C  3.8874  -0.8223  -3.3619  -0.704
C  3.3642  -1.9232  -2.7479  -1.559
C  2.2840  -1.7516  -1.8799  0.278
N  1.7446  -0.5751  -1.6349  1.116
C  2.2719  0.5548  -2.2092  -0.262
C  -1.6891  2.7060  0.1341  -0.850
C  -2.7058  1.8187  -0.2193  0.101
C  -3.8311  1.7373  0.5823  -1.014
C  -3.9422  2.5469  1.7060  -0.700
C  -2.9295  3.4372  2.0397  -0.938
C  -1.7960  3.5306  1.2480  -0.182
H  1.9353  3.9197  -2.1702  0.744
H  3.7631  3.7445  -3.7676  0.472
H  4.7341  1.5497  -4.3621  0.487
H  4.7289  -0.9146  -4.0410  0.490
H  3.7663  -2.9146  -2.9094  0.501
H  1.8663  -2.6044  -1.3689  0.700
H  -2.6256  1.2074  -1.1077  0.562
H  -4.6308  1.0565  0.3156  0.825
H  -4.8335  2.4943  2.3190  0.566
H  -3.0336  4.0800  2.9051  0.521
H  -1.0181  4.2506  1.4588  0.675
S  -1.4173  -0.9692  -2.0051  0.147
C  -2.2845  -0.2684  -3.3419  0.566
N  -2.0721  0.9750  -3.7952  0.216
C  -2.7444  1.5265  -4.8291  -0.222
C  -3.6938  0.8108  -5.4906  -0.820
C  -3.9424  -0.4999  -5.0665  -0.325
C  -3.2462  -1.0385  -4.0059  -0.896
H  -1.3771  1.5599  -3.3131  -0.053
H  -2.4696  2.5410  -5.0819  0.496
H  -4.2305  1.2521  -6.3177  0.447
H  -4.6851  -1.1005  -5.5797  0.461
H  -3.4150  -2.0533  -3.6703  0.540

Cartesian forces, eV/Å:
0.2703 -0.1930 0.2120
-0.0114 -0.0204 -0.0725
-0.0499 -0.0948 -0.0658
-0.1183 0.2919 0.0531
0.0348 -0.0073 -0.1220
0.0253 -0.0019 -0.0078
0.0012 -0.0035 0.0197
0.0118 -0.0115 0.0076
0.0173 0.0068 -0.0328
0.0372 0.0794 0.0379
-0.0198 0.0765 0.0555
0.1146 0.0160 0.1023
0.0165 -0.0250 -0.0624
-0.0274 0.0299 0.0350
0.0054 0.0051 0.0167
0.0591 -0.0046 0.0447
0.1333 0.1998 -0.0886
0.0075 -0.1333 -0.0857
0.0152 0.0729 0.0106
0.0225 -0.0532 0.0240
-0.0024 -0.0566 -0.0080
-0.0409 -0.1408 0.0147
-0.0272 -0.3277 0.1991
0.0127 -0.2593 0.0615
-0.0522 0.0226 -0.0275
0.0381 0.0026 0.0877
-0.0313 0.0323 0.0294
0.0024 -0.0214 -0.0159
-0.0350 -0.0379 -0.0026
-0.0685 -0.0821 0.0782
0.0066 0.0059 0.0644
0.0005 -0.0548 0.0381
-0.0124 -0.0471 0.0264
0.0310 -0.0213 0.0622
0.0492 -0.0436 0.0155
-0.0246 -0.0318 0.0135
-0.0462 0.0011 0.0212
-0.0368 0.0466 0.0050
0.0028 0.0101 -0.0155
-0.1006 -0.0015 -0.0788
-0.0015 0.0168 -0.0379
-0.0038 -0.0384 -0.0383
-0.0284 -0.0178 -0.0189
-0.0297 0.0447 0.0132
-0.0810 -0.0564 0.0202
0.0579 -0.0744 -0.0167
-0.0429 -0.0131 -0.0074
0.0149 -0.0171 -0.0405
0.0293 -0.0034 -0.0162
0.0056 0.0014 0.0016
0.0023 -0.0101 0.0102
-0.0304 0.0076 -0.0307
0.0222 0.0354 -0.0210
0.0111 0.0465 0.0253
-0.0219 0.0357 0.0412
0.1524 0.0765 -0.1324
0.1232 -0.2790 -0.0775
0.1049 0.2130 0.0532
0.1333 -0.0500 -0.1353
0.0383 -0.0909 -0.6726
-0.3212 -0.1232 0.2783
-0.1397 0.0457 0.1415
-0.0393 0.1199 0.0264
0.0734 -0.0526 -0.0172
0.0332 -0.0945 -0.0839
0.1295 0.0407 -0.0572
-0.0021 -0.1203 0.0148
0.0176 0.0222 -0.0262
0.0562 0.1857 -0.0839
-0.0386 -0.1674 0.0379
-0.1432 -0.0506 -0.0535
0.1013 0.1318 0.1684
-0.0988 0.3128 -0.1815
0.0158 0.0628 -0.0678
-0.0280 -0.0240 0.0818
-0.0648 -0.0788 0.0303
-0.0815 0.0386 0.0598
-0.0374 -0.0432 0.0403
-0.0696 -0.0065 0.0310
-0.0646 0.0131 0.0356
-0.0324 0.0641 0.0023
-0.0965 -0.0885 0.0701
-0.0502 0.1265 0.0324
0.2240 0.4206 -0.0008
0.0224 0.0354 -0.0464
-0.0106 -0.0118 -0.0354
0.0088 -0.0067 -0.0096
-0.2987 -0.0484 -0.1907
0.1894 -0.1634 0.0316
0.2943 0.1951 0.1108
0.1464 0.1731 0.0172
-0.1362 -0.1092 -0.0685
-0.0070 -0.1125 0.0164
-0.0671 0.0060 -0.0319
-0.2041 0.1682 0.0467
0.0033 -0.0088 0.0655
0.0242 -0.0181 0.0258
0.0512 0.0402 0.0461
-0.0261 0.0736 -0.0259

***

# C13H12ClN3O3S

C13H12ClN3O3S in the gas phase (wB97M-V/def2-TZVPD, the OMol25 dataset).

Calculated values
LUMO energy, eV: 0.137
Structure (SMILES): NS(=O)(=O)c1ccc(CNC(=O)c2cccnc2Cl)cc1
HOMO energy, eV: -9.467
Orbital gap, eV: 9.60
Charge: 0
Max |F|, eV/A: 0.9

Last column: Mulliken charge in e.
Positions of all 33 atoms, in Å:
N  -4.4114  0.0596  2.0618  -0.513
S  -3.6230  1.2959  2.8644  1.262
O  -3.7970  1.0516  4.2623  -0.652
O  -4.0875  2.5199  2.2885  -0.659
C  -1.9049  1.0529  2.4283  0.279
C  -1.1469  0.1559  3.1524  -0.768
C  0.1603  -0.0882  2.7694  -0.715
C  0.7023  0.5674  1.6707  0.721
C  2.1200  0.2932  1.2361  -1.004
N  2.2036  0.1064  -0.2002  -0.058
C  1.4326  -0.8070  -0.8231  0.551
O  0.5706  -1.4510  -0.2581  -0.610
C  1.6365  -0.9368  -2.3050  0.117
C  0.5069  -1.2441  -3.0638  -0.434
C  0.6037  -1.4044  -4.4346  -0.551
C  1.8537  -1.2630  -5.0164  -0.220
N  2.9397  -1.0016  -4.3119  -0.566
C  2.8377  -0.8463  -3.0111  0.547
Cl  4.3552  -0.5573  -2.2318  -0.211
C  -0.0722  1.4850  0.9677  -0.241
C  -1.3823  1.7235  1.3412  -0.807
H  -4.1745  -0.8575  2.4000  0.285
H  -4.3650  0.1342  1.0600  0.275
H  -1.5896  -0.3324  4.0062  0.455
H  0.7589  -0.7991  3.3184  0.358
H  2.7595  1.1394  1.4992  0.435
H  2.4899  -0.6006  1.7517  0.329
H  2.9681  0.5357  -0.6973  0.214
H  -0.4340  -1.3554  -2.5451  0.454
H  -0.2628  -1.6364  -5.0321  0.395
H  2.0087  -1.3691  -6.0808  0.399
H  0.3502  2.0015  0.1183  0.449
H  -2.0072  2.4280  0.8151  0.486

Cartesian forces, eV/Å:
0.0093 0.7180 0.5355
-0.2091 -0.4664 -0.3391
0.2164 -0.2809 -0.0430
0.1932 -0.1037 -0.2781
-0.5720 0.1854 0.2363
0.0540 -0.0621 0.1447
-0.0065 0.1567 -0.1053
-0.1293 0.1469 0.1261
-0.1084 -0.1993 0.0319
0.2222 0.2899 0.2320
0.1801 0.0843 -0.2352
-0.0512 -0.1576 0.0578
-0.0394 -0.1770 -0.3133
0.1719 0.0395 -0.0182
0.0437 0.0472 0.1274
-0.2808 -0.0594 0.0029
0.4188 0.0822 0.0478
-0.4341 -0.0721 -0.2164
0.4137 0.0427 0.1823
-0.0102 -0.0813 0.1623
0.0249 0.1441 -0.1194
0.1046 -0.1817 0.1325
0.0580 0.0863 -0.2284
0.0338 -0.1029 0.1347
0.0593 -0.1016 0.0474
0.0070 -0.1104 -0.0261
-0.0066 0.1362 0.0042
-0.1670 -0.0964 0.0521
-0.0505 -0.0232 0.0393
-0.0768 -0.0148 -0.0649
-0.0962 -0.0327 -0.1054
0.0239 0.0428 -0.0948
0.0034 0.1215 -0.1096

***

# C20H39F9N5O9PS

6 unconnected molecules or ions with the total composition C20H39F9N5O9PS (wB97M-V/def2-TZVPD, the OMol25 dataset).

Calculated values
LUMO energy, eV: 0.343
HOMO energy, eV: -8.606
Orbital gap, eV: 8.95
Charge: 0
Max |F|, eV/A: 0.7

Last column: Mulliken charge in e.
Positions of all 84 atoms, in Å:
C  0.7037  -1.6788  -0.8734  0.379
P  -0.0620  -1.4879  -2.4947  0.097
O  1.2418  -1.0990  -3.3943  -0.339
O  -0.5049  0.1557  -2.2099  -0.296
S  -1.9552  0.7000  -2.3593  0.588
O  -2.6162  0.1460  -3.5045  -0.509
O  -2.4641  -0.2715  -1.0044  -0.160
C  -3.7239  -0.1890  -0.5481  0.646
F  -3.7026  0.2236  0.7288  -0.293
F  -4.4573  0.6991  -1.2356  -0.311
C  -4.4951  -1.5419  -0.5291  0.697
F  -5.7494  -1.2596  -0.1389  -0.216
F  -3.9346  -2.3306  0.3902  -0.283
C  -4.5974  -2.3202  -1.8697  0.513
F  -3.3965  -2.4015  -2.4651  -0.183
F  -5.4469  -1.6515  -2.6714  -0.282
C  -5.1299  -3.7727  -1.7142  0.541
F  -6.2648  -3.7979  -1.0048  -0.222
F  -4.2263  -4.5499  -1.1114  -0.238
F  -5.3793  -4.2668  -2.9325  -0.244
H  1.4736  -2.4518  -0.9602  0.550
H  1.1402  -0.7477  -0.5048  -0.878
H  -0.0701  -2.0160  -0.1774  0.264
H  1.4950  -1.8432  -3.9564  0.307
C  0.4693  -2.7317  3.9113  -1.606
C  0.6095  -1.3548  3.3011  0.909
O  0.8092  -1.1969  2.1106  -0.414
N  0.5017  -0.2844  4.1360  0.030
C  0.2625  -0.2793  5.5629  -1.029
H  0.5805  -3.4601  3.1141  0.276
H  1.2364  -2.9085  4.6663  0.396
H  -0.5085  -2.8579  4.3778  0.415
H  0.6052  0.6013  3.6658  0.050
H  -0.6602  0.2514  5.8048  0.301
H  1.0843  0.2009  6.0977  0.286
H  0.1716  -1.2974  5.9281  0.414
C  5.5352  0.0554  -3.5160  -1.253
C  4.4523  -0.5512  -2.6488  0.953
O  4.1240  -1.7267  -2.7466  -0.683
N  3.8333  0.2582  -1.7667  0.089
C  4.0561  1.6617  -1.5035  -0.832
H  5.9211  -0.7254  -4.1651  0.352
H  5.1375  0.8675  -4.1258  0.337
H  6.3448  0.4583  -2.9056  0.193
H  3.1028  -0.1866  -1.2293  0.024
H  4.3224  1.8080  -0.4577  0.149
H  3.1378  2.2199  -1.6969  0.193
H  4.8565  2.0576  -2.1177  0.481
C  -0.0673  2.2419  0.6053  -0.885
C  1.2869  1.7055  1.0097  0.631
O  1.8305  0.8136  0.3835  -0.659
N  1.8860  2.2552  2.1003  -0.139
C  1.3956  3.3185  2.9510  -0.900
H  -0.3887  1.6921  -0.2746  -0.322
H  -0.8008  2.1045  1.4011  0.429
H  -0.0140  3.3048  0.3659  0.469
H  2.7860  1.8524  2.3113  0.262
H  2.0743  4.1730  2.9406  0.324
H  1.2887  2.9787  3.9829  0.258
H  0.4239  3.6545  2.6029  0.337
C  9.2811  3.1146  -1.5735  -1.383
C  8.1485  2.5581  -0.7405  0.802
O  6.9821  2.8232  -0.9822  -0.578
N  8.4744  1.7371  0.2923  -0.149
C  9.7902  1.3108  0.7194  -0.875
H  8.8473  3.7399  -2.3476  0.298
H  9.9586  3.7155  -0.9658  0.401
H  9.8561  2.3141  -2.0402  0.375
H  7.6748  1.3922  0.8006  0.217
H  9.8873  0.2255  0.6619  0.289
H  9.9872  1.6190  1.7476  0.292
H  10.5494  1.7529  0.0822  0.317
C  -8.8519  -0.2641  0.6833  -0.963
C  -10.3247  -0.5998  0.7410  0.607
O  -10.9805  -0.4684  1.7594  -0.650
N  -10.8988  -1.0634  -0.4038  -0.165
C  -10.2769  -1.2859  -1.6917  -0.666
H  -8.5455  0.0835  1.6651  0.371
H  -8.2619  -1.1410  0.4160  0.171
H  -8.6565  0.5191  -0.0503  0.356
H  -11.8806  -1.2703  -0.3065  0.219
H  -10.7466  -0.6759  -2.4656  0.278
H  -10.3531  -2.3335  -1.9889  0.279
H  -9.2244  -1.0242  -1.6480  0.193

Cartesian forces, eV/Å:
-0.2318 -0.2797 -0.1078
0.3991 -0.3243 0.1764
-0.0939 -0.0326 -0.1381
-0.0501 0.3211 -0.2789
-0.0501 0.1578 -0.0902
0.0120 0.0209 0.0045
0.0154 -0.2871 -0.0296
0.1382 -0.3022 -0.0985
-0.0562 0.2162 0.5110
-0.3368 0.3633 -0.3411
-0.0144 0.0978 -0.3565
-0.3513 0.0277 0.1956
0.3221 -0.3126 0.2855
0.1636 0.1374 -0.0352
-0.1749 -0.0934 0.1095
0.0320 -0.0362 -0.0447
-0.0444 -0.1707 -0.0419
0.2102 0.0017 -0.1327
-0.2377 0.1607 -0.1843
0.0721 0.0727 0.3070
-0.0607 0.0037 0.0379
-0.1587 -0.2997 -0.0971
0.1702 0.0504 0.0604
0.0860 0.1988 -0.0151
0.0210 0.0051 -0.0226
-0.0224 -0.1284 -0.0166
-0.1077 -0.0386 0.2085
-0.0109 0.0718 0.0751
-0.0035 0.0410 -0.0555
0.0021 0.0154 -0.0079
-0.0174 -0.0051 0.0198
0.0079 -0.0010 0.0190
0.0346 0.0103 -0.0370
-0.0175 -0.0265 0.0113
0.0136 -0.0272 0.0200
-0.0023 0.0055 0.0227
0.0185 -0.0821 0.0299
-0.2316 0.1333 0.0217
0.1909 -0.2367 -0.1527
0.0162 -0.0315 0.1366
-0.1658 -0.0469 -0.0127
-0.0029 -0.0022 0.0128
-0.0012 0.0147 0.0164
-0.0098 0.0388 -0.0059
0.0350 0.0372 -0.0310
0.0872 0.0770 -0.0170
0.0386 0.0708 -0.0477
0.0356 -0.0052 0.0191
0.0295 -0.0440 0.0153
-0.1500 -0.0829 -0.2684
0.3067 0.5853 0.1121
0.0285 -0.0932 0.1656
0.0512 0.0019 -0.0894
0.0722 0.0301 0.1102
-0.0230 -0.0086 0.0061
-0.0037 0.0173 0.0114
0.0112 -0.0104 -0.0243
-0.0223 0.0109 0.0079
-0.0183 0.0184 0.0543
-0.0099 0.0112 0.0102
-0.0405 0.0245 -0.0115
0.0196 -0.0270 -0.0442
0.0573 0.0154 0.0173
-0.0149 0.0003 0.0451
-0.0538 -0.0155 0.0069
-0.0087 -0.0056 0.0098
0.0183 -0.0144 -0.0046
0.0164 0.0036 0.0128
0.0026 -0.0046 -0.0234
0.0155 0.0006 -0.0235
0.0165 0.0218 -0.0080
0.0149 -0.0080 0.0095
-0.0111 -0.0007 0.0589
0.0236 -0.0059 -0.0296
0.0061 0.0066 -0.0070
-0.0296 -0.0019 -0.0060
-0.0537 -0.0093 0.0260
-0.0329 -0.0033 0.0055
0.0148 0.0199 -0.0260
0.0298 -0.0223 -0.0181
0.0135 0.0017 0.0096
0.0221 0.0184 0.0001
0.0278 -0.0056 0.0066
0.0060 -0.0058 -0.0196

***

Quick rundown of E, same order as above: -383.88753 -5534.45132 -1750.97787 -3374.87311 hartree